1.
ORCA calculation (the ωB97M-V functional and the def2-TZVPD basis) on a molecular structure, C25H24BiN6O7P2S.

```
! wB97M-V def2-TZVPD RIJCOSX def2/J DEFGRID3
* xyz -1 1
Bi -1.125 -1.081 0.607
C -0.885 4.970 -4.035
C -0.453 3.797 -3.201
C 0.641 2.994 -3.511
C 0.951 1.898 -2.748
C 0.197 1.498 -1.612
N 0.533 0.448 -0.846
C 1.307 -0.554 -1.341
C 1.223 -1.023 -2.669
C 2.083 -1.971 -3.167
C 3.060 -2.550 -2.363
C 4.046 -3.541 -2.908
C 3.081 -2.198 -1.022
C 2.216 -1.243 -0.510
N 2.277 -0.981 0.878
C 3.360 -0.584 1.568
C 3.034 -0.631 2.907
C 1.715 -1.089 2.926
N 1.276 -1.286 1.695
C -0.851 2.385 -1.255
C -1.158 3.478 -2.057
N -1.660 2.239 -0.110
C -2.119 3.280 0.614
C -3.076 2.798 1.482
C -3.124 1.431 1.216
N -2.263 1.114 0.261
H -0.442 4.938 -5.029
H -1.971 4.973 -4.138
H -0.596 5.910 -3.558
H 1.259 3.236 -4.365
H 1.821 1.310 -3.002
H 0.455 -0.605 -3.303
H 2.003 -2.270 -4.203
H 4.024 -3.549 -3.996
H 5.055 -3.288 -2.582
H 3.824 -4.549 -2.556
H 3.777 -2.682 -0.349
H 4.271 -0.297 1.080
H 3.648 -0.362 3.744
H 1.082 -1.293 3.767
H -2.002 4.095 -1.786
H -1.746 4.275 0.478
H -3.638 3.347 2.209
H -3.720 0.664 1.661
O -2.589 -3.574 -1.308
P -3.637 -2.960 -0.243
O -5.030 -3.207 -0.601
O -3.234 -1.501 -0.024
O -3.258 -3.747 1.139
P -1.775 -4.273 1.499
O -1.679 -5.606 0.545
O -1.681 -4.661 2.908
O -0.765 -3.329 0.870
H -2.184 -4.367 -0.948
H -1.757 -6.353 1.136
S -2.039 -1.081 2.971
C -1.108 0.333 3.314
C -1.039 0.949 4.571
C -0.224 2.048 4.718
C 0.489 2.529 3.620
C 0.335 1.878 2.409
N -0.425 0.809 2.272
H -1.613 0.541 5.385
H -0.143 2.535 5.680
H 1.131 3.391 3.710
H 0.834 2.196 1.505
*
```

The value obtained for the HOMO energy is -4.2 eV. Its frontier orbital gap is 6.765 eV. The calculation puts the max |F| at 1.27 eV/Å. For the total energy, the calculation gives -3118.205785 Eh. Its relative energy (zero: lowest compared OMol25 entry of this formula, charge and spin) is 42.4 kJ/mol.



2.
ORCA calculation (the ωB97M-V functional and the def2-TZVPD basis) on a molecular structure, C25H24BrN11OPd.

```
! wB97M-V def2-TZVPD RIJCOSX def2/J DEFGRID3
* xyz 2 1
Pd 2.376 0.846 1.587
C 0.820 1.584 -3.722
N 1.101 1.751 -2.285
C 1.419 0.841 -1.376
N 1.642 1.462 -0.219
C 1.427 2.782 -0.494
N 1.107 2.984 -1.741
C -0.067 0.399 -4.003
C 0.147 -0.384 -5.130
C -0.753 -1.390 -5.460
C -1.860 -1.630 -4.664
C -2.062 -0.859 -3.522
C -1.171 0.156 -3.198
C -3.224 -1.082 -2.669
N -4.370 -1.587 -2.960
N -5.126 -1.540 -1.806
C -4.383 -1.009 -0.901
O -3.150 -0.688 -1.372
C -4.669 -0.748 0.507
C -5.965 -0.492 0.935
C -6.198 -0.242 2.279
C -5.152 -0.259 3.188
C -3.858 -0.540 2.761
C -2.758 -0.675 3.788
N -1.418 -0.608 3.198
C -0.684 0.450 2.871
N 0.450 0.036 2.310
C 0.329 -1.324 2.306
N -0.785 -1.742 2.844
C -3.619 -0.776 1.419
H 1.770 1.511 -4.250
H 0.343 2.519 -4.016
H 1.462 -0.220 -1.561
H 1.515 3.574 0.231
H 1.004 -0.197 -5.765
H -0.588 -1.989 -6.346
H -2.570 -2.407 -4.913
H -1.372 0.777 -2.333
H -6.773 -0.484 0.216
H -7.203 -0.032 2.620
H -5.349 -0.069 4.236
H -2.804 -1.650 4.271
H -2.828 0.088 4.562
H -0.995 1.470 3.032
H 1.073 -1.998 1.914
H -2.626 -1.020 1.063
Br 6.061 0.939 -2.899
C 5.624 0.248 -1.213
C 6.353 -0.782 -0.640
C 5.973 -1.230 0.616
C 4.886 -0.655 1.239
N 4.174 0.336 0.676
C 4.549 0.786 -0.527
H 7.196 -1.217 -1.159
H 6.512 -2.026 1.111
H 4.566 -1.009 2.209
H 4.001 1.617 -0.942
N 2.224 1.789 3.975
N 3.098 0.755 3.508
H 2.651 2.459 4.606
H 1.415 1.366 4.408
H 3.062 -0.079 4.093
H 4.050 1.115 3.508
*
```

The value obtained for the HOMO energy is -13.0 eV. Its frontier orbital gap is 6.037 eV. The calculation puts the max |F| at 1.01 eV/Å. For the total energy, the calculation gives -4345.996982 Eh. Its relative energy (zero: lowest compared OMol25 entry of this formula, charge and spin) is 50.0 kJ/mol.



3.
ORCA calculation (the ωB97M-V functional and the def2-TZVPD basis) on C25H24BrN3O4 in the gas phase.

```
! wB97M-V def2-TZVPD RIJCOSX def2/J DEFGRID3
* xyz 0 1
C -2.088 -1.769 -2.728
C -0.742 -2.480 -2.780
N -0.029 -2.356 -1.522
C 1.031 -1.493 -1.328
O 1.406 -0.698 -2.144
C 1.624 -1.809 0.049
C 1.819 -0.599 0.983
C 2.667 0.563 0.542
C 2.630 1.731 1.297
C 3.427 2.807 0.964
C 4.296 2.741 -0.119
C 5.139 3.921 -0.495
C 4.351 1.562 -0.847
C 3.551 0.481 -0.522
N 0.428 -0.273 1.295
C -0.306 0.621 0.563
O 0.024 1.700 0.162
N -1.606 0.075 0.428
C -2.673 0.755 -0.201
C -2.433 1.576 -1.298
C -3.490 2.230 -1.905
C -4.784 2.068 -1.442
C -5.003 1.244 -0.352
Br -6.773 1.016 0.305
C -3.965 0.586 0.282
C -1.679 -1.205 0.919
O -2.639 -1.926 0.906
C -0.301 -1.512 1.504
C -0.444 -1.867 2.989
C -1.116 -0.752 3.783
C 0.499 -2.603 0.721
C -0.313 -3.160 -0.434
O -1.048 -4.104 -0.441
H -2.628 -1.943 -3.654
H -1.952 -0.697 -2.602
H -2.684 -2.151 -1.901
H -0.888 -3.547 -2.965
H -0.104 -2.049 -3.555
H 2.542 -2.382 -0.086
H 2.251 -0.987 1.921
H 1.963 1.798 2.143
H 3.374 3.711 1.553
H 6.035 3.606 -1.025
H 4.573 4.583 -1.151
H 5.428 4.489 0.386
H 5.027 1.484 -1.686
H 3.620 -0.417 -1.113
H -1.427 1.715 -1.660
H -3.304 2.871 -2.753
H -5.611 2.573 -1.917
H -4.158 -0.055 1.126
H -1.039 -2.780 3.053
H 0.547 -2.064 3.403
H -1.136 -1.010 4.838
H -2.141 -0.605 3.451
H -0.574 0.184 3.666
H 0.827 -3.396 1.392
*
```

The value obtained for the HOMO energy is -8.8 eV. Its frontier orbital gap is 9.293 eV. The calculation puts the max |F| at 0.57 eV/Å. As for the SMILES: CCN1C(=O)[C@H]2[C@@H](c3ccc(C)cc3)N3C(=O)N(c4cccc(Br)c4)C(=O)[C@@]3(CC)[C@H]2C1=O. For the total energy, the calculation gives -4006.425061 Eh. Its relative energy (zero: lowest compared OMol25 entry of this formula, charge and spin) is 0.0 kJ/mol.



4.
ORCA calculation (the ωB97M-V functional and the def2-TZVPD basis) on a molecular structure, C25H24F3O4PPdSe2.

```
! wB97M-V def2-TZVPD RIJCOSX def2/J DEFGRID3
* xyz -2 1
Pd -1.247 -0.070 -0.640
O 3.192 -0.791 -3.542
C 2.332 -1.008 -2.674
O 1.079 -0.994 -2.778
C 2.820 -1.481 -1.298
C 4.185 -1.483 -1.037
C 4.680 -1.899 0.188
C 3.795 -2.334 1.164
C 2.431 -2.341 0.911
C 1.924 -1.908 -0.315
P 0.104 -1.936 -0.656
C -0.497 -2.771 0.890
C -1.027 -4.053 0.974
C -1.536 -4.538 2.174
C -1.521 -3.748 3.313
C -1.005 -2.459 3.239
C -0.511 -1.976 2.040
C -0.030 -3.262 -1.906
C 0.638 -4.470 -1.753
C 0.537 -5.462 -2.722
C -0.230 -5.242 -3.857
C -0.872 -4.020 -4.031
C -0.763 -3.031 -3.068
H 4.829 -1.142 -1.838
H 5.747 -1.885 0.382
H 4.158 -2.666 2.131
H 1.766 -2.691 1.688
H -1.075 -4.679 0.094
H -1.958 -5.536 2.209
H -1.926 -4.124 4.245
H -1.008 -1.820 4.114
H -0.137 -0.958 1.976
H 1.254 -4.637 -0.875
H 1.066 -6.399 -2.592
H -0.312 -6.011 -4.617
H -1.443 -3.831 -4.932
H -1.200 -2.055 -3.227
O -1.599 6.104 0.607
C -0.616 5.147 0.991
C -0.735 3.796 0.269
C -0.616 4.030 -1.240
O -1.759 4.719 -1.774
C 0.424 2.926 0.760
Se 0.828 1.239 -0.174
C -2.083 3.168 0.657
Se -2.853 1.805 -0.521
H -1.890 5.849 -0.287
H -0.715 4.995 2.072
H 0.389 5.554 0.804
H -0.481 3.075 -1.747
H 0.254 4.658 -1.451
H -2.452 4.032 -1.801
H 0.272 2.723 1.823
H 1.359 3.489 0.674
H -2.841 3.950 0.708
H -1.988 2.748 1.660
F -3.721 -1.240 0.275
C -2.946 -1.233 -0.858
F -3.806 -0.826 -1.855
F -2.798 -2.585 -1.128
*
```

The value obtained for the HOMO energy is -1.7 eV. Its frontier orbital gap is 6.275 eV. The calculation puts the max |F| at 0.62 eV/Å. For the total energy, the calculation gives -6839.869511 Eh. Its relative energy (zero: lowest compared OMol25 entry of this formula, charge and spin) is 0.0 kJ/mol.



5.
ORCA calculation (the ωB97M-V functional and the def2-TZVPD basis) on a molecular structure, C25H24F6FeN12O3PSe.

```
! wB97M-V def2-TZVPD RIJCOSX def2/J DEFGRID3
* xyz 0 6
Fe 0.310 -0.524 -2.508
C 4.712 -0.937 1.564
N 3.749 -1.106 0.507
C 2.765 -0.292 0.096
N 2.025 -0.903 -0.805
C 2.615 -2.118 -0.925
N 3.648 -2.268 -0.138
C 4.160 -1.512 2.851
C 4.844 -2.483 3.569
C 4.292 -3.020 4.723
C 3.054 -2.604 5.172
C 2.359 -1.631 4.454
C 2.920 -1.090 3.301
C 1.052 -1.186 4.880
N 0.388 -1.532 5.944
N -0.779 -0.881 5.919
C -0.799 -0.154 4.839
O 0.347 -0.302 4.129
C -1.846 0.724 4.370
C -3.028 0.866 5.096
C -4.009 1.722 4.633
C -3.828 2.427 3.453
C -2.655 2.289 2.723
C -2.463 3.041 1.426
N -2.178 2.136 0.343
C -1.001 1.696 -0.120
N -1.201 0.828 -1.092
C -2.549 0.768 -1.192
N -3.162 1.543 -0.334
C -1.664 1.439 3.189
H 4.922 0.130 1.679
H 5.625 -1.462 1.274
H 2.628 0.714 0.434
H 2.272 -2.866 -1.608
H 5.808 -2.823 3.225
H 4.834 -3.777 5.268
H 2.608 -3.017 6.061
H 2.371 -0.338 2.753
H -3.156 0.302 6.004
H -4.925 1.843 5.188
H -4.603 3.087 3.094
H -1.634 3.750 1.510
H -3.377 3.583 1.175
H -0.044 2.032 0.225
H -3.058 0.162 -1.909
H -0.742 1.324 2.637
Se 0.664 2.196 -3.208
C -0.576 2.731 -4.542
C -0.645 4.070 -4.930
C -1.573 4.423 -5.894
N -2.391 3.560 -6.474
C -2.314 2.290 -6.109
C -1.439 1.820 -5.143
H 0.017 4.802 -4.489
H -1.667 5.449 -6.227
H -2.985 1.611 -6.620
H -1.416 0.775 -4.879
N -1.845 -2.911 -0.855
N -0.688 -2.059 -0.667
H -1.642 -3.517 -1.648
H -2.623 -2.316 -1.138
H 0.091 -2.687 -0.477
H -0.864 -1.517 0.177
F 0.061 -2.797 -3.274
P -1.041 -2.432 -4.486
F -0.057 -1.153 -4.834
F -0.262 -3.363 -5.491
F -1.768 -1.396 -3.366
F -1.971 -3.608 -3.951
F -2.093 -1.949 -5.566
O 2.277 1.065 -4.861
N 2.756 -0.005 -4.552
O 2.387 -0.661 -3.577
*
```

The value obtained for the HOMO energy (spin up / spin down) is -7.7 / -8.0 eV. Its frontier orbital gap (spin up / spin down) is 6.921 / 6.641 eV. The calculation puts the max |F| at 2.08 eV/Å. For the total energy, the calculation gives -6455.684839 Eh. Its relative energy (zero: lowest compared OMol25 entry of this formula, charge and spin) is 164.8 kJ/mol.



6.
ORCA calculation (the ωB97M-V functional and the def2-TZVPD basis) on C25H24N2O2 in the gas phase.

```
! wB97M-V def2-TZVPD RIJCOSX def2/J DEFGRID3
* xyz 0 1
O -1.872 -0.329 1.625
C -2.147 0.452 0.733
N -1.305 0.714 -0.291
C -0.058 0.016 -0.464
C -0.233 -1.127 -1.497
C -1.307 -2.058 -1.015
C -2.634 -1.835 -1.358
C -3.638 -2.633 -0.840
C -3.326 -3.666 0.026
C -2.005 -3.901 0.366
C -1.003 -3.099 -0.149
C 0.963 1.015 -1.004
O 0.583 1.942 -1.702
N 2.263 0.805 -0.722
C 3.246 1.722 -1.269
C 4.214 2.165 -0.177
C 4.943 0.948 0.304
C 6.299 0.951 0.594
C 6.935 -0.213 0.988
C 6.216 -1.393 1.079
C 4.866 -1.404 0.783
C 4.220 -0.237 0.398
C 2.736 -0.255 0.151
C -3.448 1.177 0.667
C -3.567 2.470 0.168
C -4.806 3.086 0.135
C -5.931 2.417 0.588
C -5.816 1.132 1.093
C -4.579 0.517 1.139
H -1.533 1.377 -1.018
H 0.206 -0.403 0.510
H -0.510 -0.681 -2.455
H 0.713 -1.657 -1.621
H -2.886 -1.027 -2.031
H -4.668 -2.440 -1.107
H -4.109 -4.285 0.437
H -1.755 -4.705 1.043
H 0.026 -3.278 0.131
H 3.803 1.226 -2.073
H 2.695 2.566 -1.689
H 3.651 2.621 0.643
H 4.910 2.908 -0.567
H 6.857 1.872 0.511
H 7.990 -0.201 1.217
H 6.709 -2.306 1.378
H 4.305 -2.325 0.855
H 2.460 -1.232 -0.264
H 2.241 -0.161 1.129
H -2.693 3.009 -0.169
H -4.894 4.093 -0.247
H -6.896 2.901 0.554
H -6.691 0.612 1.453
H -4.463 -0.481 1.535
*
```

The value obtained for the HOMO energy is -8.9 eV. Its frontier orbital gap is 9.630 eV. The calculation puts the max |F| at 0.60 eV/Å. As for the SMILES: O=C(N[C@@H](Cc1ccccc1)C(=O)N1CCc2ccccc2C1)c1ccccc1. For the total energy, the calculation gives -1227.113336 Eh. Its relative energy (zero: lowest compared OMol25 entry of this formula, charge and spin) is 0.0 kJ/mol.